[1]
The following is a DFT calculation (the ωB97M-V functional and the def2-TZVPD basis) of 9 unconnected molecules or ions with the total composition C6H32N2O8 at a distorted geometry.

```
! RIJCOSX wB97M-V def2-TZVPD def2/J DEFGRID3
* xyz 0 1
C -2.598 -1.464 -0.562
C -1.783 -2.247 0.457
N -0.307 -2.241 0.288
C 0.392 -1.017 0.611
C 1.625 -0.688 -0.360
N 1.262 0.455 -1.275
C 2.423 1.288 -1.592
C 0.466 0.033 -2.404
H -2.378 -1.821 -1.592
H -3.620 -1.716 -0.332
H -2.562 -0.333 -0.540
H -1.934 -1.867 1.478
H -2.119 -3.354 0.548
H -0.150 -2.482 -0.684
H 0.966 -1.101 1.627
H -0.256 -0.245 1.054
H 1.639 -1.689 -0.818
H 2.561 -0.473 0.145
H 3.042 1.311 -0.678
H 2.186 2.369 -1.712
H 3.102 0.884 -2.311
H -0.060 0.848 -2.878
H 0.922 -0.694 -3.052
H -0.466 -0.464 -2.015
O -1.911 1.943 -2.088
H -1.703 2.884 -2.057
H -2.653 1.634 -1.535
O -0.637 0.446 3.465
H -1.509 0.517 3.864
H -0.438 -0.494 3.621
O 0.022 -2.496 3.183
H 0.978 -2.468 3.117
H -0.194 -2.985 2.373
O 1.097 -2.955 -2.570
H 0.382 -2.558 -3.090
H 0.527 -3.528 -2.019
O 1.019 3.640 1.611
H 1.609 3.798 0.874
H 1.363 2.874 2.107
O -1.714 1.098 0.337
H -1.536 1.931 0.786
H -0.962 0.991 -0.275
O 1.996 1.082 2.098
H 1.453 0.481 2.677
H 1.685 0.858 1.173
O -0.710 3.518 -0.471
H -0.528 2.594 -0.630
H 0.012 3.901 0.044
*
```

Summary:
**F_max**: 4.13 eV Å⁻¹
**Relative energy (zero: lowest compared OMol25 entry of this formula, charge and spin)**: 423.45 kJ/mol
**HOMO level**: -8.597 eV
**SMILES**: CCNCCN(C)C.O.O.O.O.O.O.O.O
**LUMO energy**: 0.4040 eV
**Calculated total energy**: -26098.7244 eV
**M**: 260.3 g mol⁻¹
**Kohn-Sham gap**: 9.001 eV

=====

[2]
The following is a DFT calculation (the ωB97M-V functional and the def2-TZVPD basis) of a molecular structure, CH3Cl2O3P at a distorted geometry.

```
! RIJCOSX wB97M-V def2-TZVPD def2/J DEFGRID3
* xyz 0 1
C -4.630 0.221 0.028
O -0.566 0.503 -0.551
O -1.141 0.534 1.787
O -0.675 -1.621 0.569
P -0.053 -0.115 0.765
Cl -3.843 1.232 -1.080
Cl -4.200 -1.299 -0.220
H -1.494 0.216 -0.649
H -0.899 1.397 2.195
H -0.776 -2.051 1.448
*
```

Summary:
**F_max**: 3.08 eV Å⁻¹
**Relative energy (zero: lowest compared OMol25 entry of this formula, charge and spin)**: 228.42 kJ/mol
**HOMO level**: -9.279 eV
**LUMO energy**: -0.9406 eV
**Calculated total energy**: -41560.4715 eV
**M**: 164.9 g mol⁻¹
**Kohn-Sham gap**: 8.339 eV

=====

[3]
The following is a DFT calculation (the ωB97M-V functional and the def2-TZVPD basis) of a molecular structure, C25H46O3P2SV at a distorted geometry.

```
! RIJCOSX wB97M-V def2-TZVPD def2/J DEFGRID3
* xyz 2 2
V -0.345 -1.767 -1.574
C -0.303 -2.696 0.863
C 1.114 -2.742 0.523
C 0.851 -1.214 2.239
C -0.409 -1.792 1.986
C 1.790 -1.801 1.348
C -1.263 -3.793 0.544
H -0.835 -4.563 -0.118
H -2.194 -3.433 0.077
H -1.553 -4.307 1.474
C -1.561 -1.667 2.916
H -2.390 -2.300 2.611
H -1.905 -0.627 2.999
H -1.261 -1.959 3.937
C 1.153 -0.285 3.361
H 0.682 -0.653 4.285
H 0.770 0.734 3.180
H 2.237 -0.223 3.533
C 3.261 -1.639 1.410
H 3.677 -2.167 2.279
H 3.532 -0.582 1.500
H 3.731 -2.053 0.514
C 1.792 -3.838 -0.223
H 2.457 -4.428 0.428
H 2.451 -3.427 -0.998
H 1.094 -4.531 -0.714
C -1.371 -0.606 -2.865
C -1.615 -2.043 -3.071
C -0.783 -2.890 -3.971
C 0.729 -2.549 -3.932
C 1.273 -2.036 -2.622
C 1.171 -0.635 -2.121
C 0.918 0.431 -3.151
C -0.485 0.231 -3.772
H -1.115 -2.799 -5.019
H 0.968 -1.868 -4.755
H -0.904 -3.956 -3.730
H -0.386 -0.194 -4.779
H -2.233 -0.005 -2.551
H -2.679 -2.299 -3.060
H -0.940 1.230 -3.925
H 1.025 1.448 -2.734
H 1.884 -0.358 -1.344
H 1.689 0.327 -3.929
H 1.305 -3.456 -4.234
H 2.217 -2.495 -2.334
P -2.168 2.111 0.199
P 1.743 2.012 0.952
C -0.693 2.719 -0.714
C 0.691 3.120 -0.101
H -1.081 3.623 -1.230
H -0.510 1.971 -1.511
H 1.345 3.301 -0.964
H 0.588 4.080 0.421
C 2.624 3.255 2.015
H 3.419 2.743 2.579
H 1.938 3.699 2.744
H 3.094 4.049 1.417
C 3.235 1.732 -0.124
H 3.488 2.641 -0.690
H 3.040 0.905 -0.820
H 4.095 1.462 0.509
C -3.851 2.639 -0.164
H -4.565 2.014 0.403
H -4.084 2.530 -1.243
H -3.991 3.696 0.125
C -2.053 0.291 0.134
H -2.425 -0.141 1.055
H -0.990 -0.049 0.001
H -2.648 -0.100 -0.690
C -2.850 3.486 3.796
S -1.509 3.700 2.637
O -1.897 2.288 1.777
O -1.676 4.810 1.707
O -0.241 3.361 3.225
H -3.801 3.378 3.244
H -2.881 4.371 4.442
H -2.624 2.579 4.384
*
```

Summary:
**F_max**: 3.21 eV Å⁻¹
**Relative energy (zero: lowest compared OMol25 entry of this formula, charge and spin)**: 169.35 kJ/mol
**HOMO level (alpha / beta)**: -13.460 / -13.410 eV
**LUMO energy (alpha / beta)**: -6.0598 / -7.3833 eV
**Calculated total energy**: -87894.5048 eV
**M**: 539.6 g mol⁻¹
**Kohn-Sham gap (alpha / beta)**: 7.400 / 6.027 eV

=====

[4]
The following is a DFT calculation (the ωB97M-V functional and the def2-TZVPD basis) of 13 unconnected molecules or ions with the total composition C5H35NO13S at a distorted geometry.

```
! RIJCOSX wB97M-V def2-TZVPD def2/J DEFGRID3
* xyz 0 1
C 3.903 0.726 -0.284
N 2.679 0.041 0.208
C 1.866 -0.675 -0.746
C 2.094 -2.190 -0.856
S 3.840 -2.719 -0.937
C 0.526 -0.390 -0.096
O 0.013 -1.043 0.802
C 3.853 2.190 0.167
H 4.744 0.149 0.102
H 3.919 0.633 -1.366
H 2.761 -0.392 1.116
H 1.903 -0.331 -1.777
H 1.662 -2.582 0.049
H 1.646 -2.724 -1.676
H 4.030 -2.821 0.404
H -0.036 0.536 -0.315
H 3.736 2.899 -0.656
H 4.861 2.529 0.445
H 3.188 2.306 1.011
H -2.961 0.049 0.830
H -1.788 -1.162 0.599
O -2.619 -0.712 0.355
H -0.810 1.985 1.312
H -1.425 0.794 2.036
O -1.239 1.731 2.146
H -1.747 0.985 -2.238
H -1.460 0.581 -3.626
O -1.335 1.335 -3.048
H 0.488 -2.103 3.789
H -0.561 -3.109 3.132
O 0.068 -2.967 3.849
H 1.890 2.939 -1.854
H 0.371 2.888 -2.384
O 1.114 3.454 -2.101
H -2.366 -1.582 3.725
H -3.236 -0.235 3.374
O -3.002 -1.141 3.165
H -0.052 3.380 -0.237
H -1.472 3.602 -0.791
O -0.899 2.963 -0.357
H -0.273 -1.301 -3.588
H -0.743 -2.160 -2.543
O 0.100 -1.768 -2.843
H 1.505 -3.320 2.027
H 2.451 -2.602 3.024
O 2.382 -3.345 2.415
H -4.493 2.144 -1.250
H -3.741 1.411 -2.419
O -4.331 2.124 -2.197
H -2.538 -1.369 -1.176
H -3.195 -2.327 -2.065
O -2.427 -1.725 -2.101
H -4.118 2.285 1.852
H -4.501 0.720 2.107
O -4.225 1.417 1.492
*
```

Summary:
**F_max**: 2.08 eV Å⁻¹
**Relative energy (zero: lowest compared OMol25 entry of this formula, charge and spin)**: 268.12 kJ/mol
**HOMO level**: -8.792 eV
**LUMO energy**: -0.0499 eV
**Calculated total energy**: -44694.4811 eV
**M**: 349.4 g mol⁻¹
**Kohn-Sham gap**: 8.743 eV

=====

[5]
The following is a DFT calculation (the ωB97M-V functional and the def2-TZVPD basis) of 4 unconnected molecules or ions with the total composition C42H54B2BrF3I3N2O8P2 at a distorted geometry.

```
! RIJCOSX wB97M-V def2-TZVPD def2/J DEFGRID3
* xyz 1 1
C 5.621 1.719 -1.653
C 4.396 1.462 -2.696
O 3.098 1.416 -2.073
B 2.651 0.122 -1.685
O 3.766 -0.815 -1.531
C 1.097 -0.293 -1.255
C 1.413 -0.263 0.356
I 3.122 0.859 1.251
C 0.735 -0.991 1.384
C -0.512 -1.912 1.126
I 1.329 -0.874 3.525
C 0.859 -1.815 -1.761
P 1.823 -2.556 -3.203
O 0.952 -3.718 -3.772
O 3.243 -3.424 -2.721
O 2.230 -1.610 -4.510
O -0.497 -2.232 -1.962
C -1.399 -1.338 -2.623
I -1.254 -1.287 -4.810
C -2.786 -2.200 -2.445
Br -3.360 -2.529 -0.591
C -4.040 -1.821 -3.329
C -4.447 -2.959 -4.429
C -1.355 0.045 -1.834
C -2.560 0.981 -2.247
C -3.894 0.803 -1.315
O -3.804 0.680 -0.051
C -5.375 0.832 -1.880
C -5.874 1.540 -3.156
C -7.408 1.453 -3.490
C -8.443 0.693 -2.633
C -7.937 -0.049 -1.371
C -6.438 0.033 -1.035
N 0.036 0.709 -1.707
B -0.030 1.794 -0.579
O 1.026 2.797 -0.438
N -1.132 1.968 0.398
C -0.664 1.926 1.839
C -1.860 3.264 0.334
P 0.193 1.652 -3.166
C -0.241 3.468 -3.187
C 1.240 1.372 -4.621
H 5.320 2.507 -0.862
H 6.574 2.059 -2.177
H 5.832 0.761 -1.039
H 4.399 2.427 -3.341
H 4.627 0.626 -3.445
H 3.510 -1.536 -0.909
H -1.449 -1.269 1.038
H -0.707 -2.494 2.114
H -0.414 -2.764 0.384
H 1.239 -2.452 -0.859
H 4.029 -3.057 -3.188
H 1.741 -1.840 -5.340
H -2.463 -3.245 -2.835
H -4.068 -0.835 -3.880
H -4.958 -1.802 -2.622
H -4.906 -3.888 -3.932
H -3.581 -3.217 -5.127
H -5.269 -2.508 -5.106
H -1.583 -0.279 -0.742
H -2.829 0.834 -3.363
H -2.424 2.110 -2.170
H -5.133 2.106 -3.822
H -7.815 1.982 -4.430
H -9.563 0.650 -2.848
H -8.611 -0.640 -0.648
H -6.081 -0.499 -0.077
H 0.678 3.698 -0.596
H -1.213 2.735 2.457
H 0.447 2.125 1.979
H -1.018 0.926 2.300
H -2.790 3.172 1.015
H -1.171 4.094 0.748
H -2.238 3.614 -0.674
H 0.712 4.069 -2.908
H -0.478 3.769 -4.272
H -1.079 3.835 -2.522
H 2.318 0.964 -4.495
H 0.833 0.751 -5.512
H 1.453 2.394 -5.137
F 5.732 -1.482 4.191
C 5.714 -2.520 3.341
C 6.466 -3.648 3.628
C 6.443 -4.726 2.749
C 5.677 -4.659 1.587
C 4.930 -3.519 1.307
C 4.944 -2.444 2.191
H 7.062 -3.680 4.532
H 7.021 -5.617 2.967
H 5.663 -5.499 0.900
H 4.337 -3.467 0.399
H 4.362 -1.552 1.994
F 5.315 2.807 3.178
C 4.616 3.589 4.020
C 3.251 3.736 3.834
C 2.524 4.540 4.706
C 3.175 5.197 5.748
C 4.548 5.045 5.922
C 5.272 4.233 5.056
H 2.766 3.223 3.012
H 1.454 4.656 4.574
H 2.608 5.827 6.426
H 5.053 5.561 6.732
H 6.340 4.096 5.182
F -2.022 -0.344 5.986
C -2.702 -1.354 5.422
C -3.124 -1.240 4.106
C -3.825 -2.289 3.519
C -4.104 -3.436 4.257
C -3.680 -3.538 5.579
C -2.970 -2.494 6.164
H -2.905 -0.335 3.550
H -4.154 -2.211 2.487
H -4.654 -4.252 3.800
H -3.902 -4.431 6.154
H -2.624 -2.560 7.188
*
```

Summary:
**F_max**: 8.21 eV Å⁻¹
**HOMO level**: -10.387 eV
**LUMO energy**: -3.2565 eV
**Calculated total energy**: -186203.7582 eV
**M**: 1316.1 g mol⁻¹
**Kohn-Sham gap**: 7.130 eV

=====

[6]
The following is a DFT calculation (the ωB97M-V functional and the def2-TZVPD basis) of 3 unconnected molecules or ions with the total composition C4H6O2 at a distorted geometry.

```
! RIJCOSX wB97M-V def2-TZVPD def2/J DEFGRID3
* xyz 0 1
O 2.612 1.433 -0.153
C 1.632 0.841 -0.193
C 0.566 -1.109 -0.443
C -0.597 -0.978 0.278
C -0.995 1.069 0.214
O 0.033 1.754 0.443
H 0.532 -1.115 -1.531
H 1.476 -1.508 -0.009
H -1.550 -1.154 -0.211
H -0.567 -1.175 1.347
H -1.726 0.913 1.017
H -1.407 1.041 -0.808
*
```

Summary:
**F_max**: 1.30 eV Å⁻¹
**Relative energy (zero: lowest compared OMol25 entry of this formula, charge and spin)**: 377.80 kJ/mol
**HOMO level**: -9.407 eV
**LUMO energy**: 0.4934 eV
**Calculated total energy**: -8336.5455 eV
**M**: 86.1 g mol⁻¹
**Kohn-Sham gap**: 9.901 eV